Here is a molecular structure, C2H3NO2 in a non-equilibrium geometry from the OMol25 dataset. Energies are from wB97M-V/def2-TZVPD.

- relative energy (zero: lowest compared OMol25 entry of this formula, charge and spin) (kcal/mol) = 167.3

Structure (ORCA input):
```
! RIJCOSX wB97M-V def2-TZVPD def2/J DEFGRID3
* xyz 0 1
C -0.33 -0.47 -0.09
C -1.21 0.53 0.00
N 0.81 0.23 -0.51
O 0.35 1.52 -0.39
O 2.03 -0.08 0.15
H -0.54 -1.58 0.02
H -2.19 0.90 0.05
H 2.36 0.81 0.27
*
```

Here is a molecular structure, C2H3NO2 in a non-equilibrium geometry from the OMol25 dataset. Energies are from wB97M-V/def2-TZVPD.

- relative energy (zero: lowest compared OMol25 entry of this formula, charge and spin) (kcal/mol) = 78.6

Structure (ORCA input):
```
! RIJCOSX wB97M-V def2-TZVPD def2/J DEFGRID3
* xyz 0 1
C 0.84 -0.79 0.15
C -0.44 -0.11 0.40
N 0.93 0.00 -1.01
O 1.47 -1.73 0.53
O -0.14 0.83 -0.64
H -1.29 -0.68 0.25
H -0.46 0.62 1.33
H 1.55 0.09 -1.72
*
```

Here is a single C2H3NO2 molecule in a non-equilibrium geometry from the OMol25 dataset. Energies are from wB97M-V/def2-TZVPD.

- relative energy (zero: lowest compared OMol25 entry of this formula, charge and spin) (kcal/mol) = 32.9
- SMILES = [H]/N=C(\O)C=O

Structure (ORCA input):
```
! RIJCOSX wB97M-V def2-TZVPD def2/J DEFGRID3
* xyz 0 1
H -0.10 -1.17 -1.76
N 0.46 -1.04 -0.91
C 0.00 -0.13 -0.15
O -1.34 0.21 -0.50
C 0.60 0.59 1.02
O 0.01 1.43 1.67
H -1.53 0.91 0.12
H 1.49 0.13 1.30
*
```

Here is a single C2H3NO2S molecule in a non-equilibrium geometry from the OMol25 dataset. Energies are from wB97M-V/def2-TZVPD.

- relative energy (zero: lowest compared OMol25 entry of this formula, charge and spin) (kcal/mol) = 61.9
- SMILES = O=C(O)/C=N\S

Structure (ORCA input):
```
! RIJCOSX wB97M-V def2-TZVPD def2/J DEFGRID3
* xyz 0 1
O -0.47 -1.48 0.32
C 0.32 -0.61 -0.04
O 1.66 -0.84 -0.60
C 0.37 0.92 0.35
N -0.76 1.51 0.19
S -2.24 1.14 0.14
H 1.84 -1.85 -0.85
H 1.43 1.43 0.49
H -2.14 -0.23 -0.02
*
```

Number 1: highest occupied orbital energy -8.5 eV, gap between HOMO and LUMO 8.6 eV. Number 2: highest occupied orbital energy -9.4 eV, gap between HOMO and LUMO 10.3 eV. Number 3: highest occupied orbital energy -10.7 eV, gap between HOMO and LUMO 9.9 eV. Number 4: highest occupied orbital energy -9.3 eV, gap between HOMO and LUMO 9.3 eV.